Computed, not measured: a cluster of 10 separate species, C85H182N10O10 in total in a non-equilibrium geometry, with ωB97M-V with the def2-TZVPD basis set.

Results
HOMO-LUMO gap ... 8.81 eV
SMILES string ... CC1(C)CCCC(C)(C)N1O.CC1(C)CCCC(C)(C)N1O.CC1(C)CCCC(C)(C)N1O.CC1(C)CCCC(C)(C)N1O.CC1(C)CCCC(C)(C)N1O.CC1(C)CCCC(C)(C)N1O.CC1(C)CCCC(C)(C)N1O.CC1(C)CCCC(C)(C)N1O.CC1(C)CCCC(C)(C)N1O.COC[C@H](C)N
HOMO ... -8.299 eV

Last column: Mulliken charge in e.
Positions of all 287 atoms, in Å:
C 5.067 -20.764 -2.879  -1.914
C 5.671 -21.514 -4.183  1.412
C 5.726 -20.517 -5.369  -1.602
C 7.077 -22.098 -3.836  -1.198
C 7.640 -23.004 -4.920  -0.576
C 6.728 -24.225 -4.865  -2.242
C 5.266 -23.822 -5.221  2.397
C 5.352 -23.617 -6.740  -1.831
C 4.388 -25.037 -5.029  -1.299
N 4.803 -22.695 -4.460  0.159
O 3.438 -22.412 -4.703  -0.251
H 5.630 -19.869 -2.641  0.409
H 4.069 -20.499 -2.900  0.409
H 5.287 -21.472 -2.070  0.407
H 5.988 -21.028 -6.316  0.276
H 4.759 -20.087 -5.442  0.445
H 6.410 -19.695 -5.258  0.401
H 7.725 -21.262 -3.597  0.515
H 6.982 -22.720 -2.897  0.297
H 7.551 -22.421 -5.848  0.315
H 8.747 -23.260 -4.753  0.280
H 6.668 -24.688 -3.924  0.730
H 7.056 -24.994 -5.545  0.499
H 6.023 -22.901 -7.156  0.476
H 4.433 -23.401 -7.232  0.245
H 5.723 -24.609 -7.151  0.381
H 4.847 -25.954 -5.486  0.022
H 3.412 -24.818 -5.475  -0.575
H 4.211 -25.264 -4.015  0.991
H 3.376 -22.063 -5.661  0.329
C 1.234 -32.412 -11.491  -1.203
C 0.516 -33.186 -10.406  2.430
C 1.558 -33.728 -9.477  0.965
C -0.468 -32.192 -9.778  -0.970
C -1.434 -32.835 -8.843  -0.728
C -2.244 -33.967 -9.583  -1.288
C -1.310 -35.013 -10.307  1.589
C -0.697 -36.148 -9.458  -1.068
C -2.270 -35.681 -11.324  -2.242
N -0.352 -34.198 -11.101  0.313
O 0.422 -35.141 -11.784  -0.478
H 1.732 -31.487 -11.140  -0.163
H 1.987 -33.030 -11.985  0.044
H 0.514 -32.057 -12.272  0.148
H 1.805 -34.802 -9.708  0.468
H 2.485 -33.052 -9.491  -0.963
H 1.114 -33.755 -8.461  -0.804
H -0.003 -31.304 -9.291  -0.489
H -1.085 -31.770 -10.581  0.416
H -0.855 -33.308 -8.065  0.168
H -2.150 -32.191 -8.379  0.505
H -2.971 -33.590 -10.313  0.405
H -2.810 -34.523 -8.804  0.439
H -0.010 -35.787 -8.693  0.110
H -0.173 -36.872 -10.055  0.302
H -1.529 -36.657 -8.904  0.487
H -2.457 -34.899 -12.054  0.531
H -3.210 -35.901 -10.914  0.438
H -1.891 -36.462 -11.898  0.415
H 0.261 -34.885 -12.709  0.382
C 9.153 -27.810 -5.751  -1.350
C 8.945 -28.450 -4.412  2.603
C 9.566 -27.401 -3.466  -2.030
C 7.518 -28.721 -4.084  -1.117
C 6.929 -29.967 -4.875  2.015
C 7.844 -31.173 -4.579  -1.719
C 9.310 -30.940 -4.808  2.078
C 10.204 -32.096 -4.313  -2.233
C 9.422 -30.917 -6.370  -2.171
N 9.700 -29.670 -4.155  0.217
O 11.115 -29.630 -4.286  -0.504
H 8.851 -26.727 -5.622  0.436
H 10.249 -27.903 -6.045  0.471
H 8.485 -28.230 -6.544  -0.101
H 10.502 -26.990 -3.956  0.413
H 8.722 -26.670 -3.292  0.224
H 9.919 -27.808 -2.528  0.520
H 7.469 -28.974 -2.966  -0.122
H 6.968 -27.777 -4.259  0.044
H 5.927 -30.245 -4.498  -0.854
H 6.856 -29.762 -5.947  -0.296
H 7.606 -32.063 -5.169  0.534
H 7.733 -31.289 -3.525  -0.012
H 11.206 -32.004 -4.812  0.381
H 9.814 -33.055 -4.575  0.452
H 10.429 -31.989 -3.285  0.475
H 9.251 -31.877 -6.739  0.704
H 10.401 -30.699 -6.691  0.555
H 8.826 -30.195 -6.938  0.030
H 11.352 -29.483 -3.376  0.357
C -3.080 -23.104 -3.486  -1.871
C -1.576 -22.986 -3.167  1.615
C -1.067 -21.559 -3.144  -2.082
C -1.449 -23.585 -1.683  -1.326
C -1.607 -25.106 -1.613  -0.875
C -0.662 -25.771 -2.623  -1.283
C -0.771 -25.200 -4.095  1.618
C 0.422 -25.735 -4.968  -0.194
C -2.073 -25.826 -4.763  -1.540
N -0.737 -23.729 -4.062  0.619
O -0.957 -23.223 -5.412  -0.426
H -3.587 -22.445 -2.874  0.590
H -3.348 -22.669 -4.506  0.188
H -3.449 -24.069 -3.448  0.457
H -1.591 -20.842 -2.497  0.393
H -0.021 -21.471 -2.826  0.376
H -1.115 -21.138 -4.124  0.460
H -0.490 -23.251 -1.344  0.424
H -2.204 -23.116 -1.103  0.492
H -1.242 -25.488 -0.657  0.428
H -2.627 -25.402 -1.666  0.393
H -0.876 -26.788 -2.746  0.569
H 0.398 -25.618 -2.260  0.194
H 0.359 -25.344 -5.967  -0.545
H 0.291 -26.795 -4.978  -0.054
H 1.433 -25.483 -4.534  0.030
H -2.333 -25.320 -5.779  0.009
H -2.926 -25.754 -4.179  0.737
H -1.865 -26.865 -4.986  0.463
H -0.150 -22.739 -5.536  0.173
C 5.160 -34.646 -12.156  -1.594
C 6.078 -33.782 -11.205  1.582
C 5.654 -34.102 -9.663  -1.975
C 7.584 -34.197 -11.415  -1.217
C 8.477 -33.328 -10.541  -0.668
C 8.296 -31.906 -10.938  -1.404
C 6.856 -31.379 -10.879  2.134
C 6.430 -30.996 -9.428  -2.299
C 6.724 -30.119 -11.764  -1.874
N 5.903 -32.392 -11.508  -0.382
O 4.599 -32.020 -11.148  0.988
H 4.944 -35.649 -11.788  0.347
H 4.219 -34.127 -12.317  0.048
H 5.685 -34.724 -13.084  0.488
H 6.354 -34.662 -9.070  0.576
H 5.349 -33.222 -9.136  -0.174
H 4.864 -34.768 -9.670  0.761
H 7.635 -35.334 -11.186  0.371
H 7.861 -34.086 -12.460  0.451
H 8.396 -33.538 -9.499  0.218
H 9.539 -33.624 -10.723  0.424
H 8.680 -31.793 -11.968  0.399
H 8.786 -31.178 -10.293  0.466
H 6.786 -31.657 -8.663  0.358
H 5.363 -30.849 -9.236  -0.051
H 6.863 -30.047 -9.210  1.116
H 7.690 -29.632 -11.984  0.403
H 5.970 -29.433 -11.436  0.361
H 6.415 -30.586 -12.745  0.352
H 4.120 -31.677 -11.923  -0.061
C 1.894 -30.709 -14.947  -1.251
C 0.706 -29.787 -15.275  1.933
C 0.335 -30.008 -16.718  -1.975
C -0.520 -30.067 -14.314  -2.315
C -0.454 -29.443 -12.971  1.025
C -0.086 -28.004 -13.124  -1.124
C 1.261 -27.768 -13.815  2.353
C 1.503 -26.285 -14.019  -2.113
C 2.534 -28.260 -13.093  -1.125
N 1.114 -28.329 -15.161  -0.056
O 2.354 -28.192 -15.792  -0.468
H 1.803 -31.646 -15.547  0.571
H 2.854 -30.294 -15.336  0.260
H 1.970 -30.918 -13.900  -0.090
H 0.021 -31.026 -16.916  0.410
H -0.388 -29.284 -17.126  0.406
H 1.264 -29.840 -17.272  0.478
H -1.286 -29.617 -14.904  0.647
H -0.752 -31.144 -14.372  0.340
H -1.442 -29.503 -12.457  0.829
H 0.285 -29.957 -12.310  -1.040
H -0.068 -27.636 -12.136  -0.922
H -0.758 -27.369 -13.696  0.862
H 1.378 -25.739 -13.093  0.276
H 0.729 -25.916 -14.728  0.488
H 2.467 -26.160 -14.382  0.558
H 2.287 -29.067 -12.440  -0.438
H 2.988 -27.528 -12.485  0.597
H 3.313 -28.561 -13.752  0.554
H 2.183 -27.615 -16.550  0.395
C -1.471 -26.010 -10.423  -2.223
C -0.644 -26.159 -9.140  1.375
C -1.368 -27.007 -8.107  -1.345
C 0.681 -27.012 -9.404  -1.120
C 1.708 -26.164 -10.107  1.933
C 2.094 -24.873 -9.337  -1.059
C 0.839 -24.025 -9.030  1.483
C 1.146 -23.050 -8.015  -1.521
C 0.302 -23.247 -10.322  -1.700
N -0.209 -24.942 -8.489  1.710
O -1.429 -24.185 -8.205  -0.706
H -1.877 -26.978 -10.659  0.470
H -2.356 -25.376 -10.386  0.236
H -0.897 -25.594 -11.158  0.609
H -2.374 -26.546 -7.971  0.479
H -1.588 -28.043 -8.450  0.314
H -0.934 -26.990 -7.127  -0.309
H 1.109 -27.292 -8.464  -0.077
H 0.346 -27.865 -9.996  0.281
H 2.586 -26.777 -10.409  0.468
H 1.187 -25.731 -10.972  -1.618
H 2.885 -24.364 -9.910  0.585
H 2.480 -25.060 -8.284  -0.684
H 1.930 -22.361 -8.446  0.666
H 1.453 -23.657 -7.126  -0.357
H 0.335 -22.420 -7.676  0.605
H -0.771 -23.302 -10.356  0.233
H 0.767 -23.651 -11.226  0.223
H 0.577 -22.218 -10.277  0.521
H -1.289 -24.022 -7.249  0.276
C 2.714 -27.947 -1.310  -2.148
C 3.830 -28.931 -0.967  2.209
C 4.985 -28.836 -1.994  -0.265
C 4.384 -28.674 0.457  -1.083
C 5.302 -29.786 0.847  -0.515
C 4.565 -31.182 0.994  -1.542
C 3.968 -31.529 -0.353  2.356
C 5.120 -32.018 -1.246  -1.645
C 2.867 -32.631 -0.309  -1.824
N 3.240 -30.340 -0.951  -0.277
O 2.854 -30.602 -2.249  -0.097
H 2.318 -28.091 -2.329  -0.086
H 3.182 -26.961 -1.196  0.503
H 1.816 -27.911 -0.685  0.579
H 4.838 -29.169 -3.071  -0.515
H 5.756 -29.595 -1.653  -0.780
H 5.346 -27.826 -2.074  0.915
H 5.027 -27.766 0.462  0.353
H 3.489 -28.484 1.111  0.332
H 5.739 -29.595 1.819  0.454
H 6.180 -29.955 0.151  0.358
H 3.686 -30.973 1.584  0.423
H 5.129 -31.938 1.508  0.369
H 5.927 -31.290 -1.257  0.221
H 5.554 -32.993 -0.970  0.675
H 4.817 -32.089 -2.269  -0.150
H 2.023 -32.282 0.302  0.445
H 2.479 -32.748 -1.336  0.289
H 3.230 -33.619 0.021  0.397
H 1.955 -30.898 -2.182  0.300
C 5.240 -35.370 -6.042  -1.861
C 4.157 -34.450 -5.553  2.898
C 4.701 -33.003 -5.292  -2.126
C 3.036 -34.437 -6.600  -0.188
C 2.060 -35.648 -6.504  0.107
C 1.662 -36.062 -5.102  -1.913
C 2.826 -36.130 -4.099  1.549
C 2.319 -36.280 -2.664  -1.768
C 3.632 -37.460 -4.305  -1.803
N 3.522 -34.823 -4.219  0.409
O 4.621 -34.889 -3.282  -0.585
H 4.873 -36.262 -6.552  0.272
H 5.839 -34.879 -6.848  0.062
H 5.861 -35.695 -5.246  0.630
H 4.942 -32.431 -6.231  0.054
H 3.997 -32.474 -4.725  0.741
H 5.651 -33.021 -4.701  0.332
H 2.584 -33.407 -6.462  -0.104
H 3.513 -34.470 -7.596  -0.831
H 1.082 -35.424 -7.024  -0.567
H 2.505 -36.406 -7.166  0.533
H 1.159 -36.970 -4.961  0.758
H 1.002 -35.296 -4.743  0.295
H 1.390 -36.865 -2.726  0.489
H 2.248 -35.314 -2.114  0.168
H 2.952 -36.887 -2.031  0.403
H 2.957 -38.240 -3.958  0.498
H 4.582 -37.530 -3.774  0.385
H 3.983 -37.749 -5.294  0.306
H 4.411 -34.204 -2.655  0.202
C 2.893 -29.637 -9.243  1.133
O 2.329 -29.344 -7.955  0.769
C 2.960 -30.039 -6.900  -0.462
C 2.541 -29.430 -5.565  2.103
C 1.022 -29.682 -5.417  -1.840
N 2.883 -28.006 -5.609  0.947
H 2.883 -30.708 -9.538  -0.832
H 3.880 -29.217 -9.196  0.406
H 2.231 -29.158 -9.926  -0.897
H 2.748 -31.123 -6.835  -0.028
H 4.042 -29.941 -7.052  0.027
H 3.076 -29.833 -4.694  -1.141
H 0.681 -30.696 -5.262  0.403
H 0.404 -29.250 -6.144  0.223
H 0.654 -29.111 -4.520  0.194
H 2.379 -27.605 -6.429  -0.320
H 2.547 -27.506 -4.747  -0.336

Computed, not measured: an isolated molecule of C8H14 in a non-equilibrium geometry, with ωB97M-V with the def2-TZVPD basis set.

Results
HOMO-LUMO gap ... 9.99 eV
SMILES string ... CC1=CC(C)(C)[C@@H]1C
HOMO ... -9.021 eV

Last column: Mulliken charge in e.
Positions of all 22 atoms, in Å:
C 2.648 -0.495 0.055  -1.227
C 1.139 -0.622 -0.089  0.535
C 0.226 -1.282 -0.847  -1.193
C -0.966 -0.417 -0.122  1.678
C -1.890 0.415 -0.986  -1.634
C -1.616 -1.146 1.064  -1.860
C 0.217 0.429 0.569  -0.214
C 0.564 1.824 -0.071  -1.589
H 2.833 0.501 0.263  0.360
H 3.091 -0.785 -0.914  0.292
H 3.185 -1.005 0.839  0.316
H 0.075 -2.119 -1.483  0.419
H -2.275 1.274 -0.445  0.331
H -2.733 -0.393 -1.218  0.382
H -1.424 0.737 -1.901  0.391
H -1.860 -0.427 1.776  0.509
H -0.891 -1.667 1.572  0.491
H -2.505 -1.759 0.945  0.347
H 0.143 0.308 1.658  0.515
H -0.153 2.210 -0.750  0.414
H 1.519 1.832 -0.568  0.372
H 0.671 2.585 0.656  0.365

How do the records compare in lowest unoccupied orbital energy? In the order shown, they have 0.51; 0.97 eV.
How do the records compare in relative energy (zero: lowest compared OMol25 entry of this formula, charge and spin)? In the order shown, they have 79.2; 60.7 kcal per mole.